No. 1
{
  "formula": "C14H27N2PrS",
  "method": "ωB97M-V/def2-TZVPD",
  "orbital_gap_ha": [0.21953, 0.21713],
  "e_homo_ev": [-13.82, -13.72],
  "spin_multiplicity": 3,
  "charge": 2,
  "elements": ["H", "N", "H", "H", "C", "C", "H", "S", "C", "H", "H", "C", "C", "C", "C", "C", "C", "C", "H", "Pr", "C", "H", "N", "C", "H", "H", "H", "H", "H", "H", "H", "H", "H", "H", "H", "H", "C", "H", "C", "H", "H", "H", "H", "H", "H"],
  "coordinates": [[-3.124, -0.839, -2.056], [3.321, -0.817, 1.391], [4.186, 2.260, 1.954], [-2.540, -4.474, -1.683], [-1.662, 0.469, -1.136], [-1.472, -4.435, -1.432], [1.096, -0.109, 2.910], [1.957, 0.992, 2.918], [-2.041, 0.922, 0.169], [2.054, 2.123, 0.593], [-3.377, 0.884, -2.372], [0.164, 1.540, -0.237], [-0.985, -2.983, -1.254], [-2.604, 0.106, -2.236], [-0.276, 0.731, -1.330], [-3.414, 0.800, 0.742], [-1.023, 2.706, 1.764], [-0.930, 1.689, 0.689], [-0.908, -4.939, -2.223], [-0.279, -0.752, 0.976], [1.419, 2.333, -0.267], [-1.026, 3.722, 1.331], [4.237, 1.311, 1.596], [3.266, 0.436, 1.933], [-2.067, 0.024, -3.186], [-3.422, 0.986, 1.829], [-0.184, 2.633, 2.466], [4.241, -1.119, 1.085], [-1.813, -2.874, 0.754], [1.219, 3.412, -0.273], [1.524, 0.534, -2.465], [2.013, 2.102, -1.158], [0.135, -0.334, -3.144], [0.244, 1.437, -3.301], [-4.093, 1.532, 0.268], [-2.738, -1.940, -0.452], [-1.725, -2.232, -0.158], [-1.056, -2.434, -2.210], [0.442, 0.584, -2.622], [0.100, -3.029, -1.024], [5.105, 0.972, 1.202], [2.794, -1.538, 1.879], [-3.834, -0.199, 0.571], [-1.319, -4.997, -0.517], [-1.955, 2.584, 2.333]]
}

***

No. 2
{
  "formula": "C2H2ClO3P",
  "method": "ωB97M-V/def2-TZVPD",
  "orbital_gap_ha": 0.31413,
  "e_homo_ev": -9.45,
  "charge": 0,
  "elements": ["O", "H", "C", "O", "Cl", "C", "P", "O", "H"],
  "coordinates": [[-1.602, 0.585, 0.028], [-1.718, -0.394, 1.815], [0.529, -1.103, 0.351], [1.666, 1.505, -0.174], [1.430, -0.292, -2.506], [-1.166, -0.265, 0.848], [0.892, 0.344, -0.658], [-0.775, 0.786, -1.089], [0.744, -1.166, 1.385]]
}

***

No. 3
{
  "formula": "C5H9NO3",
  "method": "ωB97M-V/def2-TZVPD",
  "orbital_gap_ha": 0.33108,
  "e_homo_ev": -8.35,
  "smiles": "C/C=C(/[O-])[N@@+](C)(O)C=O",
  "charge": 0,
  "elements": ["H", "H", "H", "H", "O", "H", "O", "O", "C", "C", "H", "C", "C", "C", "H", "H", "N", "H"],
  "coordinates": [[-2.026, -1.654, -0.840], [-2.918, -0.177, -0.327], [-2.422, -1.411, 0.871], [-0.923, 1.604, 0.669], [-1.039, 0.756, 1.161], [3.047, 0.653, 0.967], [0.197, -2.335, 0.174], [-0.141, 1.789, -1.077], [2.041, 0.864, 0.600], [-0.176, 0.571, -1.111], [-0.298, -0.048, -2.003], [1.496, -0.334, -0.136], [-2.159, -0.910, -0.059], [0.409, -1.150, 0.251], [2.237, -0.915, -0.680], [1.466, 1.174, 1.470], [-0.886, -0.204, 0.144], [2.097, 1.728, -0.076]]
}

***

No. 4
{
  "formula": "C6H13NO",
  "method": "ωB97M-V/def2-TZVPD",
  "orbital_gap_ha": 0.36127,
  "e_homo_ev": -8.92,
  "smiles": "C=CN=C.CCOC",
  "charge": 0,
  "elements": ["H", "H", "H", "C", "C", "H", "H", "H", "N", "O", "C", "H", "H", "H", "C", "H", "H", "H", "C", "C", "H"],
  "coordinates": [[-0.323, 2.612, -1.237], [2.482, 3.113, 1.441], [-0.580, -3.460, 0.166], [-0.833, 1.943, -0.538], [1.473, 2.956, 1.085], [-1.737, -2.432, -0.685], [-0.064, -0.215, -1.742], [-1.889, 1.767, -0.697], [-0.272, 1.422, 0.463], [0.811, -1.251, -0.165], [-0.507, -1.388, 0.734], [0.865, 3.831, 0.901], [1.599, -0.825, -1.971], [0.034, -1.566, 1.664], [0.626, -1.058, -1.526], [-2.042, -2.857, 0.991], [-1.227, -0.595, 0.923], [0.225, -1.944, -2.039], [-1.258, -2.621, 0.272], [1.016, 1.725, 0.871], [1.601, 0.842, 1.087]]
}

***

No. 5
{
  "formula": "C3H8O",
  "method": "ωB97M-V/def2-TZVPD",
  "orbital_gap_ha": 0.41317,
  "e_homo_ev": -10.17,
  "smiles": "CC(C)O",
  "charge": 0,
  "elements": ["H", "H", "H", "C", "O", "H", "H", "H", "H", "H", "C", "C"],
  "coordinates": [[0.972, 1.407, -0.054], [-1.159, -0.384, -1.637], [-0.450, 1.886, -0.926], [0.258, -0.948, 0.881], [-1.565, -0.557, -0.757], [0.501, 0.701, -1.678], [1.021, -0.373, 1.554], [0.810, -1.592, 0.132], [-1.290, 0.658, 0.915], [-0.527, -1.589, 1.385], [-0.693, 0.074, 0.191], [0.160, 1.103, -0.702]]
}

***

No. 6
{
  "formula": "C5H8N2",
  "method": "ωB97M-V/def2-TZVPD",
  "orbital_gap_ha": 0.34747,
  "e_homo_ev": -8.32,
  "smiles": "C1=NN[C@@H]2C[C@H]2C1",
  "charge": 0,
  "elements": ["C", "H", "H", "N", "C", "H", "H", "C", "C", "H", "N", "H", "C", "H", "H"],
  "coordinates": [[1.627, -0.895, 0.411], [-0.452, -1.377, 0.604], [-2.479, 0.641, -0.967], [-0.128, 0.794, 1.247], [-0.203, -0.385, -1.587], [-0.544, 0.988, 2.224], [2.511, -0.297, 0.993], [0.346, -0.551, 0.759], [-1.371, 0.364, -0.664], [-0.509, -1.465, -1.846], [-1.179, 0.936, 0.519], [1.759, -2.010, 0.422], [0.926, -0.156, -0.665], [1.080, 0.990, -0.744], [-0.169, 0.154, -2.569]]
}

***

Number 1: DFT total energy -1573.70730 Ha. Number 2: DFT total energy -1104.49037 Ha. Number 3: DFT total energy -476.25911 Ha. Number 4: DFT total energy -366.29696 Ha. Number 5: DFT total energy -194.30709 Ha. Number 6: DFT total energy -304.62403 Ha.